(1)
Below is the ion C31H54BINO5SSi with charge +1 at a distorted geometry, with properties calculated with the ωB97M-V functional and the def2-TZVPD basis.

```
95
Properties=species:S:1:pos:R:3:forces:R:3:lowdin_charge:R:1
H -5.750309 -1.575211 -0.820927 0.7406 -0.6533 1.4398 0.088
I 1.802781 -4.373881 1.321640 0.6571 0.6734 -0.3508 0.892
C -5.234992 -2.073212 0.081418 0.2202 -1.1432 -0.9874 -0.268
H -5.012938 1.662087 -0.054372 1.2083 0.1620 1.4086 0.091
C -4.309354 1.683727 0.846016 2.0677 0.2079 2.7478 -0.065
C -1.721859 -4.183636 -0.092784 0.2473 -0.5486 -0.8432 -0.230
C 4.444578 0.201759 0.878103 0.2726 -0.3004 0.6993 -0.109
C -0.479040 3.507280 -3.209687 0.2195 0.3856 -0.1944 -0.168
C -3.318807 -3.979774 -0.127672 0.0761 0.5718 0.8783 -0.203
H 5.935690 -1.503513 0.962935 -0.2597 1.4449 -0.7137 0.113
C 0.757967 3.709776 -0.908656 0.2916 1.1877 -0.2793 -0.158
C 7.845645 -0.609381 2.060762 -0.0318 -0.8803 1.4419 -0.234
H -1.510870 -5.298032 -0.318727 -0.2927 1.7149 0.6081 0.116
C -2.427734 3.034284 2.301605 -2.5223 -3.9722 -0.3084 -0.082
C -3.343457 0.593711 3.056973 0.5309 2.7493 -1.7568 -0.071
C 2.182042 3.239106 -0.344268 -1.2047 1.9420 0.9388 -0.123
H 2.179701 3.427086 0.791632 0.1282 -0.9069 -1.6045 0.152
H 0.510716 4.701776 -0.365891 0.4763 -1.7044 -0.6102 0.135
H -0.082708 -3.941882 -1.702931 -1.0971 0.7108 0.9474 0.105
H -5.029287 -1.490320 4.143450 -0.0632 -1.2491 -1.1864 0.040
H 6.680391 -2.189560 3.183125 0.9285 1.1111 0.7336 0.065
C -1.870531 1.307504 -4.862635 -0.8183 0.1228 0.6446 -0.117
H 1.217875 0.865503 -2.433836 -0.1769 -0.9051 1.6744 0.132
H 0.816111 -0.504378 2.743418 0.7577 0.6181 -0.0302 0.127
C 5.916969 -0.397228 0.665169 0.1219 -0.0115 0.7531 -0.213
H 4.172794 2.766577 -2.060660 -1.0366 -1.2710 0.6776 0.147
C -3.705355 -2.430949 -0.266367 0.2441 0.1830 0.2785 -0.275
H -3.845075 -4.616562 -0.932660 0.9627 1.0015 1.2030 0.126
H -3.056024 -1.866402 0.511559 -0.7461 -0.8004 -1.4045 0.085
H 0.261540 -1.994310 0.298173 -0.5476 -0.2479 -1.3136 0.057
C 0.449005 -1.132006 -1.855911 -1.1647 -0.7992 -0.1749 -0.171
Si -5.427715 -1.075253 1.699679 -1.3104 0.0522 0.0255 0.515
C -3.383257 2.932282 1.082590 0.3704 -1.8985 2.1669 -0.074
H -1.251848 -1.274861 -0.445490 1.4589 -0.9683 -0.1972 0.103
S 4.004194 0.061188 -1.910099 0.6134 2.5723 0.1299 1.034
H -2.462241 2.011111 -5.558026 0.9436 -1.0874 0.9171 0.106
O 0.174025 1.548472 1.397608 1.2406 -2.5914 -1.4173 0.064
C -2.416347 1.825899 3.297304 -2.0396 -0.0778 -2.8587 -0.082
H 8.155833 -1.467225 4.175791 -1.2694 -0.0329 -0.9958 0.078
H -2.295313 1.427862 -3.794685 0.4714 -0.1075 -1.5554 0.089
N 2.601364 1.861862 -0.740205 3.1233 2.4624 -1.7609 -0.108
C -0.329063 -1.938853 -0.676375 -0.7724 0.9666 -0.6336 -0.218
H -0.944727 3.674219 -5.387641 1.1533 -1.1864 0.5789 0.129
H 1.240453 -1.785836 -2.385073 -0.9613 1.1716 1.0347 0.116
C 3.628677 1.872392 -1.621504 -1.8954 -4.0421 1.6001 -0.164
H -3.276001 -0.245040 3.837620 -0.2141 1.3939 -1.4434 0.076
H -3.396075 3.832829 0.364717 -0.1575 -1.7413 1.1483 0.087
H -3.443162 -2.049416 -1.325659 -0.3215 -0.5075 1.7600 0.110
H -0.881641 2.594730 -2.647426 0.5445 1.3261 -0.7351 0.089
H -7.434110 -0.012257 2.791716 -0.0832 -0.7481 -1.3977 0.046
C 0.924355 0.324721 -1.453284 -1.1412 -0.5174 -1.0857 -0.127
H 4.424733 -2.255692 -0.665054 -1.4933 0.4636 0.9546 0.138
H 6.357260 -0.236178 -0.375240 -0.8649 -0.3313 1.1695 0.118
H -0.018472 0.894933 -1.094715 1.5756 -0.9272 -0.4199 0.121
O 1.630425 -0.223901 2.269817 -0.9797 0.7754 -2.9217 0.113
H -6.082552 -2.815067 3.374320 1.5703 0.7077 -0.1724 0.056
C -0.916070 -3.339815 -1.195799 -0.2541 0.5660 -0.5192 -0.227
B 1.274762 0.628755 1.146095 -1.1334 -0.0890 2.7331 -0.440
O 3.971019 -2.573327 2.190401 -2.3895 -0.1781 -4.3556 -0.040
H -0.369134 -0.990741 -2.666563 1.4075 -0.0546 1.1885 0.128
C 3.285645 -2.736748 1.167927 2.0385 0.6203 3.2694 -0.696
H -1.660204 -3.074369 -2.043497 1.2538 -0.4419 1.2146 0.114
H 0.859773 3.270785 -4.996625 -1.5887 -0.5174 0.0889 0.126
H -3.698501 -4.314845 0.914578 0.4100 0.3295 -1.7543 0.113
H -1.727110 3.902627 2.520246 -1.2289 -1.2127 -0.5999 0.092
C 3.350488 -0.376073 -0.184024 1.1688 0.5628 -0.9085 -0.486
C -7.256406 -0.459856 1.753928 0.3924 0.6909 -0.0795 -0.207
H 8.066898 -1.434202 1.289701 -0.3426 1.3201 0.9942 0.123
C 0.837791 4.068788 -2.477888 -0.9329 -0.0341 0.1884 -0.186
H 1.796480 3.677630 -2.961133 -1.2522 0.2892 0.5889 0.096
H -1.693187 1.853508 4.194122 -1.4122 -0.1153 -1.5714 0.097
H 4.540100 1.337041 0.857754 -0.2716 -1.4449 -0.2529 0.130
C -5.133984 -2.182817 3.233396 -0.0258 0.1745 0.1322 -0.202
C -0.231207 3.048522 -4.734164 -0.3027 0.7170 0.9908 -0.208
H -7.980857 -1.307447 1.491461 0.8775 1.4199 0.4392 0.049
H -0.634320 0.990780 1.256429 0.2867 1.0622 0.4385 0.107
H -2.050117 0.219600 -5.158979 0.5977 1.5636 0.2319 0.101
C 2.034765 0.503220 -0.320286 -0.1570 0.8984 1.2675 -0.241
H 4.155631 -0.056629 1.968498 0.2254 0.2315 -1.9178 0.138
H -1.279084 -3.930352 0.929016 -0.8200 -0.3847 -1.2374 0.065
H 2.638603 -2.468268 -0.928536 1.0009 1.2037 1.1613 0.098
O 6.789246 0.293977 1.611339 0.2134 -1.2012 -1.0501 -0.209
H -4.198921 -2.820049 3.067469 -1.3313 0.6986 0.5859 0.040
C 7.298948 -1.269379 3.452040 -0.0805 0.9355 -0.9893 -0.072
O -0.458214 1.622498 -4.856611 -0.7930 0.8824 -0.4809 -0.245
C -4.323594 0.483037 1.823142 3.3502 3.7245 0.9393 -0.224
H -0.109868 3.009181 -0.681537 1.4525 0.7710 -0.2080 0.091
H -7.311614 0.420212 1.008171 -0.2779 -1.4503 1.0197 0.040
H 2.961049 3.980297 -0.766988 -1.1769 -1.3612 0.6433 0.143
H -5.783602 -3.079196 0.242662 0.6058 1.5543 -0.2135 0.092
H 8.822258 -0.057725 2.265773 -1.5459 -0.3493 -0.4579 0.122
C 3.393744 -1.959724 -0.221528 -0.2513 -1.2722 -0.4411 -0.166
H -1.263343 4.353197 -3.166394 1.0608 -1.4997 -0.0139 0.128
H 0.834779 5.210662 -2.613370 0.2622 -1.7257 0.2524 0.123
H 6.593098 -0.465616 3.891094 1.2131 -1.4036 -0.5241 0.091
```
Positions in Å, forces in eV/Å.

Charge = +1
Kohn-Sham gap = 6.858 eV
LUMO energy = -4.10 eV
Total energy = -72227.116 eV

(2)
Below is the molecule C4H5NOS2 at a distorted geometry, with properties calculated with the ωB97M-V functional and the def2-TZVPD basis.

```
13
Properties=species:S:1:pos:R:3:forces:R:3:nbo_charge:R:1
S 1.554410 1.363354 -1.477820 -0.0818 0.2949 0.7880 0.395
C 0.442535 0.281685 -0.652046 1.4752 -0.9981 -0.1813 -0.326
C 1.073599 2.720938 -0.441657 1.3231 0.8139 -3.0563 -0.082
O -1.177988 0.571732 1.074429 -1.0491 1.6116 2.6078 -0.655
S 1.442429 4.298703 -0.817091 0.1203 -0.3106 0.6320 -0.189
N 0.164504 2.268831 0.380644 -2.6692 0.9621 2.8592 -0.567
H -0.085901 -1.532834 0.065454 0.0306 -1.1433 -0.1790 0.198
H 1.712924 -1.494027 -0.222341 -1.2596 0.2849 -0.6489 0.233
H 0.531889 -1.625285 -1.714240 0.2477 0.0424 1.9477 0.231
C 0.687353 -1.243593 -0.638507 -0.1209 1.4176 -1.2873 -0.623
C -0.243100 0.977981 0.270349 1.6432 -1.1715 -2.0136 0.446
H -1.558933 -0.264305 0.923908 -0.3482 -1.5131 -0.7005 0.506
H -0.366869 2.888248 1.018628 0.6887 -0.2909 -0.7678 0.435
```
Positions in Å, forces in eV/Å.

SMILES = Cc1sc(=S)[nH]c1O
Relative energy (zero: lowest compared OMol25 entry of this formula, charge and spin) = 68.6 kJ/mol
Charge = 0
Kohn-Sham gap = 7.834 eV
LUMO energy = 0.19 eV
Total energy = -29436.383 eV

(3)
Below is the ion C4H8NO with charge +1 at a distorted geometry, with properties calculated with the ωB97M-V functional and the def2-TZVPD basis.

```
14
Properties=species:S:1:pos:R:3:forces:R:3:nbo_charge:R:1
H 0.609687 -0.101745 -2.739767 0.2725 0.7121 0.1052 0.224
H 0.550703 -1.655902 0.963030 1.8199 -1.0913 0.4680 0.240
H -1.096500 -1.198219 1.290091 0.1397 0.2147 0.0673 0.243
H 0.369229 -1.661532 -1.904962 1.1435 -1.8103 -0.1581 0.201
H -0.407209 0.915987 2.153000 1.3639 -1.0641 -0.6973 0.459
H -0.973844 1.640917 0.161593 -1.7455 1.4081 0.5509 0.240
C -0.124972 -0.875864 0.911721 -2.9048 2.1758 -3.0588 -0.248
C 0.248624 -0.632142 -1.881179 -0.8718 -0.2229 -0.3272 -0.112
H 1.256744 0.500726 1.799147 -1.7194 0.4886 -0.7867 0.461
H 0.794517 1.969937 -0.079889 -1.5047 -1.4680 -0.2967 0.254
C -0.279373 -0.134953 -0.632228 2.3580 -0.7092 3.2121 0.237
O -1.160811 -0.466215 -1.589857 -1.1478 1.0468 0.1384 -0.421
C -0.041376 1.194547 0.124365 2.7118 0.4411 -1.0738 -0.245
N 0.254581 0.504457 1.424935 0.0847 -0.1214 1.8567 -0.533
```
Positions in Å, forces in eV/Å.

SMILES = C1[NH2+]CC12CO2
Relative energy (zero: lowest compared OMol25 entry of this formula, charge and spin) = 264.7 kJ/mol
Charge = +1
Kohn-Sham gap = 10.997 eV
LUMO energy = -3.86 eV
Total energy = -7805.360 eV

(4)
Below is a structure of composition C4H8O2, with properties calculated with the ωB97M-V functional and the def2-TZVPD basis.

```
14
Properties=species:S:1:pos:R:3:forces:R:3:nbo_charge:R:1
H -1.034795 0.874661 1.093347 0.1272 -0.0606 -0.1055 0.262
C -1.476764 -0.604294 -1.407616 -0.0753 -0.1325 0.0765 -0.564
H -1.812609 -1.439934 -2.015777 0.0636 0.0974 0.0896 0.232
H -0.144055 0.187042 -0.901729 0.0560 0.1579 -0.0697 0.409
H 0.993120 -0.196324 1.915741 0.0447 0.0740 -0.1262 0.189
H -0.163368 1.673106 -0.211117 -0.0083 -0.1492 0.0095 0.242
H 1.543620 1.431954 1.470769 -0.0519 -0.1159 -0.0383 0.189
C -0.696887 -0.822199 -0.293620 -0.0703 -0.2839 -0.1000 0.363
H -1.910314 0.374807 -1.584070 0.1411 -0.1313 0.0831 0.218
O 2.071818 -0.015736 0.150502 0.0343 -0.1980 -0.0539 -0.722
H 1.831667 -0.950611 0.046046 0.0991 0.1162 -0.0449 0.489
C -0.196493 0.756598 0.400694 0.0626 0.2058 0.1822 -0.573
O -0.145121 -1.762779 0.259058 -0.2161 0.2698 -0.1404 -0.654
C 1.140181 0.493710 1.077773 -0.2068 0.1505 0.2380 -0.079
```
Positions in Å, forces in eV/Å.

Relative energy (zero: lowest compared OMol25 entry of this formula, charge and spin) = 447.4 kJ/mol
Charge = 0
Kohn-Sham gap = 9.900 eV
LUMO energy = 0.78 eV
Total energy = -8368.644 eV